Molecular formula: C24H18BrNO5RhSTe
Method: DFT, ωB97M-V/def2-TZVPD

The value obtained for the LUMO energy (spin up / spin down) is 0.523 / 0.760 eV. The highest occupied orbital energy (spin up / spin down) comes out at -4.706 / -4.706 eV. Its total charge is -1. For the strongest force on any atom, the calculation gives 0.0577 hartree/bohr. The calculation puts the relative energy (zero: lowest compared OMol25 entry of this formula, charge and spin) at 43.8 kcal per mole.

Element x y z (Å)
Rh 0.6803 -0.8876 -0.6397
Br -0.2362 -2.4796 1.2216
C -1.4864 -3.3579 0.0281
C -2.1332 -4.4699 0.5044
C -2.9862 -5.1816 -0.3444
C -3.1609 -4.7673 -1.6378
C -2.5089 -3.6185 -2.1332
C -2.6795 -3.1957 -3.4638
C -1.9784 -2.1234 -3.9483
C -1.1040 -1.4136 -3.1189
C -0.9401 -1.7340 -1.7832
C -1.6258 -2.8783 -1.2892
H -1.9774 -4.7911 1.5237
H -3.4847 -6.0671 0.0257
H -3.7894 -5.3296 -2.3154
H -3.3610 -3.7454 -4.0966
H -2.1076 -1.8087 -4.9759
H -0.5554 -0.5859 -3.5483
O 5.0479 1.4320 4.8496
C 3.8872 1.0758 4.9664
O 3.0819 0.9781 5.8746
C 3.2742 0.6112 3.5629
C 3.5781 -0.6404 3.0525
C 3.0102 -1.0080 1.8417
N 2.1984 -0.2052 1.1723
C 1.9268 0.9914 1.6588
C 2.4467 1.4607 2.8603
C 0.8943 1.8356 0.8713
O 1.0298 3.0526 0.8639
O 0.0112 1.1330 0.3330
H 4.2418 -1.3200 3.5659
H 3.2123 -1.9795 1.4039
H 2.1831 2.4474 3.2064
C 2.0381 2.9396 -2.2918
C 1.0611 1.7998 -2.2916
C -0.3906 2.1351 -2.4625
O 1.4505 0.6464 -2.1847
H 1.8109 3.6395 -3.0931
H 3.0540 2.5592 -2.3987
H 1.9514 3.4670 -1.3386
H -0.6227 2.1948 -3.5280
H -0.6397 3.0794 -1.9889
H -0.9808 1.3341 -2.0200
Te 2.6115 -2.4529 -1.6325
C 3.4396 -1.1573 -3.0476
C 4.6019 -0.4535 -2.9288
C 4.9061 0.3267 -4.0620
C 3.9692 0.2132 -5.0388
S 2.6994 -0.8575 -4.5827
H 5.2097 -0.4972 -2.0422
H 5.7818 0.9460 -4.1603
H 3.9504 0.6874 -6.0011